[1]
The following is a DFT calculation (ωB97M-V with the def2-TZVPD basis set) of a cluster of 2 separate species, C9H14O in total in a non-equilibrium geometry.

Output
max |F|: 7.0 eV/A
2S+1: 1
orbital gap: 0.328 Eh
electronic energy: -11605.7457 eV
charge: 0

Geometry (Å):
O: -0.551 -2.850 0.535
H: 2.252 0.583 -0.873
C: 1.493 0.665 1.164
H: 1.156 -1.805 -1.234
C: -2.734 0.199 -2.689
C: 0.868 0.138 2.260
C: 0.126 -1.060 2.077
H: -3.262 -0.760 -2.484
H: -1.286 1.402 -1.697
H: -3.255 1.074 -2.388
H: -2.607 0.158 -3.726
H: -1.647 -0.047 -0.826
H: 2.897 2.015 2.303
C: 0.200 -1.753 0.761
H: 1.395 2.651 1.651
H: 2.737 2.480 0.573
C: 2.198 2.001 1.478
C: 0.962 -1.187 -0.290
H: -0.888 -3.140 1.395
C: 1.631 -0.046 -0.103
H: -0.488 -1.359 2.791
C: -1.460 0.271 -1.863
H: 0.782 0.628 3.290
H: -0.519 -0.257 -2.106

Atomic partial charges in e from the natural (NBO) method, atoms 1 to 5: O -0.6602; H 0.2268; C -0.0543; H 0.2322; C -0.6093


[2]
The following is a DFT calculation (ωB97M-V with the def2-TZVPD basis set) of a cluster of 2 separate species, C9H14O in total in a non-equilibrium geometry.

Output
max |F|: 2.0 eV/A
2S+1: 1
orbital gap: 0.335 Eh
electronic energy: -11606.7633 eV
charge: 0

Geometry (Å):
H: -1.516 1.799 1.187
H: 2.795 1.075 -2.020
H: 0.686 1.521 2.494
C: -2.521 0.054 -0.483
C: 0.858 -0.493 1.969
C: -0.977 -1.512 0.771
O: 2.023 -0.469 2.682
H: -3.420 -0.519 -0.278
H: -1.532 -2.426 0.575
C: -0.877 0.934 1.093
H: 0.446 1.245 -3.208
H: 2.301 -1.374 2.883
C: 0.757 0.397 -2.596
H: 1.843 0.193 -0.794
C: 0.207 -1.656 1.513
H: 1.531 1.798 -0.973
H: 0.555 -2.660 1.751
H: -2.135 -0.131 -1.497
C: -1.371 -0.212 0.438
H: 1.150 -0.304 -3.325
H: -0.019 -0.059 -1.986
H: -2.809 1.106 -0.490
C: 0.228 0.745 1.884
C: 1.797 0.948 -1.591

Atomic partial charges in e from the natural (NBO) method, atoms 1 to 5: H 0.2192; H 0.2018; H 0.2238; C -0.6272; C 0.2846


[3]
The following is a DFT calculation (ωB97M-V with the def2-TZVPD basis set) of a cluster of 2 separate species, C9H14O in total in a non-equilibrium geometry.

Output
max |F|: 4.3 eV/A
2S+1: 1
orbital gap: 0.330 Eh
electronic energy: -11605.5288 eV
charge: 0

Geometry (Å):
C: 0.279 -1.258 1.001
H: -1.045 1.904 0.936
H: 1.331 2.129 1.656
H: 0.878 1.025 2.945
H: 3.674 1.215 -3.052
C: -2.016 0.174 0.258
H: 2.215 0.525 1.805
H: 1.326 1.613 -0.700
C: 2.259 1.212 -1.264
C: -1.834 -1.196 -0.041
H: 1.185 -1.824 1.311
H: -0.374 -2.871 0.024
O: -2.792 -1.949 -0.647
H: 2.967 1.367 -0.417
C: -0.703 -1.874 0.297
H: 1.988 2.186 -3.187
C: 2.899 1.911 -2.482
H: 3.614 2.681 -2.269
C: -0.888 0.852 0.683
H: -3.438 -1.326 -1.224
H: 1.974 0.167 -1.390
H: -3.001 0.662 0.171
C: 1.240 1.069 1.854
C: 0.271 0.133 1.121

Atomic partial charges in e from the natural (NBO) method, atoms 1 to 5: C -0.1952; H 0.2079; H 0.2298; H 0.2189; H 0.2057


[4]
The following is a DFT calculation (ωB97M-V with the def2-TZVPD basis set) of a cluster of 2 separate species, C9H14O in total in a non-equilibrium geometry.

Output
max |F|: 7.2 eV/A
2S+1: 1
orbital gap: 0.349 Eh
electronic energy: -11605.5987 eV
charge: 0

Geometry (Å):
H: -1.004 -3.530 -0.519
O: -0.340 -0.797 -2.251
H: -1.729 -0.153 -0.199
C: -0.350 1.113 0.946
C: -0.757 0.268 -0.175
H: 2.446 2.346 -0.564
H: -1.012 1.257 1.915
C: 1.332 2.673 1.685
H: -1.320 -1.657 0.764
H: 1.893 0.736 -2.425
C: -1.447 -3.738 0.472
H: -2.683 -2.448 1.596
H: -1.001 -4.479 1.093
H: -0.002 -1.682 -1.997
C: -1.669 -2.501 1.365
C: 1.276 0.871 -1.535
H: -2.370 -4.230 0.166
C: 0.116 0.140 -1.302
H: 0.874 2.617 2.720
H: 1.094 3.750 1.404
H: 2.438 2.543 1.898
C: 0.832 1.759 0.684
H: -1.005 -2.526 2.263
C: 1.683 1.720 -0.492

Atomic partial charges in e from the natural (NBO) method, atoms 1 to 5: H 0.1949; O -0.7173; H 0.2244; C -0.2079; C -0.2361


Which relative energy (zero: lowest compared OMol25 entry of this formula, charge and spin) belongs to each record? In order, 43.61; 20.14; 48.61; 47.00 kcal per mole.